1.
The following is a DFT calculation (ωB97M-V with the def2-TZVPD basis set) of a 17-piece molecular cluster, C49H128N4O17 overall at a distorted geometry.

- HOMO level: -8.44 eV
- Kohn-Sham gap: 0.32255 hartree
- LUMO: 0.334 eV
- ΔE to the lowest compared entry with this formula, charge and spin: 41.3 kcal per mole
- Molar mass: 1045.574 Da

Positions of all 198 atoms, in Å:
C: 17.652 14.596 11.209
C: 18.879 14.768 12.110
C: 19.993 13.844 11.735
C: 21.334 14.190 12.451
C: 21.719 15.645 12.348
C: 20.567 16.589 12.658
N: 19.316 16.162 11.930
O: 18.267 17.094 12.119
C: 20.267 16.730 14.126
C: 20.917 18.006 12.096
C: 18.440 14.365 13.512
H: 16.821 15.242 11.546
H: 17.339 13.545 11.148
H: 17.875 14.921 10.211
H: 19.763 12.817 12.050
H: 20.083 13.783 10.651
H: 22.102 13.547 12.024
H: 21.254 14.009 13.518
H: 22.218 15.886 11.407
H: 22.461 15.822 13.141
H: 20.219 15.754 14.629
H: 21.020 17.334 14.597
H: 19.345 17.227 14.382
H: 21.908 18.252 12.490
H: 21.023 18.109 11.010
H: 20.234 18.771 12.420
H: 17.665 13.600 13.420
H: 17.968 15.240 13.981
H: 19.340 14.074 14.102
H: 18.119 17.120 13.089
C: 24.893 9.814 14.817
C: 23.448 9.660 14.379
C: 23.322 8.518 13.354
C: 21.787 8.136 13.166
C: 21.045 7.929 14.542
C: 21.300 9.028 15.589
N: 22.710 9.406 15.597
O: 22.812 10.481 16.489
C: 20.355 10.144 15.117
C: 20.881 8.561 16.969
C: 23.032 10.982 13.729
H: 25.172 9.031 15.529
H: 25.022 10.758 15.374
H: 25.634 9.757 13.986
H: 23.797 8.829 12.423
H: 23.866 7.632 13.710
H: 21.700 7.218 12.569
H: 21.260 8.936 12.620
H: 21.353 6.935 14.891
H: 19.969 7.874 14.355
H: 20.590 11.120 15.517
H: 20.296 10.180 14.027
H: 19.323 9.984 15.428
H: 20.786 9.358 17.700
H: 19.897 8.054 16.991
H: 21.540 7.806 17.390
H: 22.032 10.836 13.309
H: 23.730 11.198 12.893
H: 23.040 11.890 14.347
H: 23.477 10.219 17.125
C: 13.841 13.284 12.473
C: 12.622 14.068 12.103
C: 13.117 15.449 11.656
C: 13.805 15.467 10.225
C: 12.995 14.697 9.125
C: 12.510 13.308 9.614
N: 11.871 13.507 10.944
O: 11.356 12.282 11.346
C: 11.336 12.823 8.770
C: 13.644 12.310 9.605
C: 11.647 14.168 13.254
H: 14.652 13.461 11.764
H: 13.707 12.219 12.617
H: 14.184 13.658 13.457
H: 12.239 16.143 11.637
H: 13.810 15.782 12.461
H: 14.754 14.915 10.291
H: 14.001 16.491 9.845
H: 13.646 14.540 8.270
H: 12.162 15.334 8.835
H: 10.463 13.438 8.957
H: 11.522 12.924 7.686
H: 11.090 11.790 8.987
H: 14.556 12.750 9.982
H: 13.439 11.366 10.105
H: 13.891 12.033 8.574
H: 11.429 13.219 13.768
H: 10.675 14.478 12.855
H: 11.965 14.874 14.022
H: 10.386 12.319 11.190
C: 13.797 9.994 17.615
C: 14.641 11.274 17.449
C: 14.263 12.227 18.593
C: 15.170 13.492 18.659
C: 16.582 12.931 18.882
C: 17.051 11.998 17.745
N: 16.039 10.878 17.607
O: 16.392 10.071 16.509
C: 17.357 12.660 16.404
C: 18.342 11.303 18.267
C: 14.335 11.906 16.126
H: 13.854 9.592 18.616
H: 14.074 9.187 16.921
H: 12.786 10.286 17.380
H: 13.238 12.540 18.481
H: 14.316 11.762 19.588
H: 14.849 14.184 19.468
H: 15.165 14.003 17.706
H: 16.653 12.476 19.899
H: 17.338 13.736 18.889
H: 18.203 13.313 16.595
H: 17.711 11.958 15.681
H: 16.569 13.358 16.094
H: 18.776 10.532 17.619
H: 19.131 12.072 18.316
H: 18.302 10.928 19.294
H: 14.838 11.370 15.301
H: 14.684 12.927 15.978
H: 13.259 11.900 15.869
H: 16.598 9.229 16.959
C: 18.605 14.551 21.836
O: 19.087 14.970 20.546
H: 18.176 13.541 21.779
H: 19.418 14.571 22.545
H: 17.744 15.204 22.099
H: 18.405 15.470 20.087
C: 10.358 8.195 18.270
O: 9.322 8.700 17.436
H: 11.100 7.793 17.579
H: 10.858 9.011 18.797
H: 10.003 7.528 19.055
H: 8.607 8.979 18.014
C: 18.379 16.666 17.743
O: 17.265 16.459 18.635
H: 18.697 15.645 17.520
H: 18.163 17.168 16.791
H: 19.135 17.229 18.301
H: 16.642 17.183 18.580
C: 16.321 9.915 13.022
O: 15.384 9.086 12.320
H: 17.154 9.971 12.343
H: 15.925 10.893 13.323
H: 16.619 9.459 13.965
H: 14.562 9.139 12.798
C: 21.771 13.153 20.001
O: 21.935 12.563 21.279
H: 22.473 13.970 19.891
H: 21.960 12.435 19.197
H: 20.744 13.553 19.916
H: 22.841 12.223 21.285
C: 11.908 15.533 17.523
O: 11.245 14.988 18.635
H: 11.278 16.307 17.051
H: 12.837 15.930 17.855
H: 12.067 14.798 16.743
H: 10.434 14.567 18.325
C: 15.285 16.448 15.513
O: 16.485 16.745 14.767
H: 14.701 15.591 15.166
H: 15.636 16.133 16.499
H: 14.621 17.333 15.514
H: 16.281 16.637 13.831
C: 14.032 6.947 14.887
O: 14.384 6.442 16.188
H: 13.591 7.947 15.035
H: 14.900 7.087 14.229
H: 13.302 6.262 14.407
H: 15.258 6.636 16.506
C: 21.241 13.937 16.739
O: 22.474 13.284 16.447
H: 20.557 13.267 17.247
H: 21.506 14.881 17.240
H: 20.743 14.241 15.804
H: 22.357 12.358 16.226
C: 17.088 7.742 18.935
O: 16.900 7.565 17.520
H: 17.442 6.817 19.424
H: 17.739 8.590 19.080
H: 16.109 7.997 19.322
H: 17.764 7.355 17.131
C: 20.144 9.864 20.807
O: 19.610 10.712 21.842
H: 20.992 9.290 21.188
H: 19.331 9.195 20.503
H: 20.467 10.435 19.912
H: 20.202 11.427 22.000
C: 15.943 10.098 21.525
O: 15.806 8.703 21.910
H: 15.790 10.172 20.438
H: 15.123 10.692 21.939
H: 16.884 10.614 21.824
H: 16.203 8.588 22.785
C: 10.567 10.456 14.858
O: 9.263 9.825 14.808
H: 10.630 11.289 15.590
H: 11.362 9.763 15.106
H: 10.701 10.867 13.863
H: 8.976 9.356 15.599

Forces on the atoms, in the same order (eV/Å):
-0.274 -0.020 0.028
-1.355 0.131 0.098
1.305 -0.558 -0.084
-0.800 -0.100 -0.789
0.413 0.119 0.498
-1.607 1.605 -1.746
1.274 -0.301 -0.605
0.256 -0.440 0.824
0.510 -0.809 0.965
0.895 -0.449 0.252
0.193 0.925 0.658
0.294 -0.525 0.021
-0.004 0.203 0.229
0.243 0.203 -0.635
-0.344 0.149 -0.038
0.379 0.284 -0.133
0.172 -0.027 0.263
-0.056 -0.609 0.126
-0.353 0.080 -0.146
0.054 0.126 -0.283
0.230 0.455 -0.099
0.601 0.168 0.341
-0.500 0.273 -0.222
-0.033 0.136 0.145
-0.313 -0.606 0.114
-0.387 0.181 0.242
0.362 -0.254 0.347
0.099 -0.509 0.263
-1.149 -0.174 -0.143
-0.023 0.183 -0.442
1.216 0.007 0.311
0.786 1.196 -0.438
-1.776 -0.538 0.855
0.477 0.537 0.549
1.244 -0.926 -0.834
-1.015 -0.028 -1.319
-0.715 -1.858 0.696
0.065 0.796 0.060
-0.552 0.494 0.013
-0.537 -0.700 0.753
-0.051 0.208 -1.296
-0.102 -0.181 -0.157
0.085 -0.205 -0.488
-0.676 0.249 0.408
-0.185 0.044 -0.022
-0.133 0.176 0.062
-0.014 0.278 0.163
0.340 -0.274 -0.014
0.020 0.176 0.304
0.111 0.000 0.059
0.320 0.358 -0.012
0.178 0.251 0.142
-0.094 -0.397 0.227
0.185 0.294 -0.065
0.200 0.350 -0.522
0.464 0.011 -0.125
0.242 0.463 -0.115
-0.406 -0.141 0.310
0.007 -0.540 0.161
0.172 -0.079 0.208
1.206 -0.112 1.190
-0.031 -0.132 -1.545
-0.431 0.981 -0.770
-0.329 -0.922 0.261
0.065 0.221 1.386
-0.638 0.791 0.430
0.161 1.180 0.117
-1.188 -1.345 0.467
0.186 0.130 -1.193
0.548 -0.401 -0.848
-0.934 -0.209 0.366
-0.028 -0.177 0.267
-0.299 -0.257 -0.231
0.041 -0.082 -0.284
0.655 -0.406 0.046
-0.258 0.141 -0.636
0.042 0.546 0.126
-0.022 -0.565 0.549
0.020 0.088 -0.261
-0.282 -0.201 -0.156
-0.189 0.168 0.213
0.224 -0.180 0.389
0.024 -0.156 -0.066
0.220 -0.078 0.244
-0.171 0.150 0.308
-0.194 0.092 -0.089
0.455 0.128 -0.317
0.137 0.289 0.108
0.160 0.162 -0.098
0.964 0.125 0.173
0.250 0.144 -0.750
-0.283 -0.527 1.095
0.434 1.065 0.442
0.202 -1.311 0.400
0.527 1.063 -0.038
-0.239 -2.308 0.772
0.454 1.069 0.849
0.414 -0.393 0.002
0.152 1.491 1.376
0.770 0.865 -0.124
-0.332 0.168 -2.112
0.036 0.021 0.387
0.065 0.378 0.112
-0.625 -0.150 0.129
-0.587 0.013 -0.242
0.095 -0.272 -0.356
0.234 -0.434 -0.547
-0.213 0.437 -0.171
-0.064 -0.134 -0.873
-0.312 -0.070 0.113
0.374 0.275 -0.007
-0.365 -0.461 -0.645
0.162 -0.574 -0.370
-0.519 0.036 -0.070
-0.157 -0.041 0.009
-0.587 -0.034 -0.230
-0.244 -0.089 0.419
-0.159 0.094 0.416
0.323 -0.028 0.343
-0.114 -0.014 -0.527
-1.366 0.384 -1.152
0.356 -0.259 0.400
0.312 -0.027 -0.001
0.078 0.177 0.210
0.755 -0.240 0.407
-0.271 0.035 0.054
0.617 0.815 -0.178
-0.437 -0.102 0.390
-0.110 -0.513 0.393
0.029 0.183 -0.006
-0.021 -0.497 -0.399
-0.127 0.093 -0.099
-0.078 -0.244 0.484
-0.070 -0.049 -0.390
0.432 0.221 -0.072
-0.374 -0.060 0.314
0.184 -0.209 -0.350
-0.001 0.244 0.013
-0.458 -0.525 0.164
0.309 0.465 0.150
0.471 0.444 0.011
0.015 0.043 -0.562
0.233 -0.249 0.081
-0.558 -0.113 0.170
-0.588 0.217 -0.421
0.317 -0.432 0.229
0.129 0.374 -0.195
-0.086 -0.025 -0.020
0.537 -0.248 0.130
-0.353 0.031 0.315
-1.333 0.158 -0.816
-0.303 -0.428 0.401
0.413 0.137 0.194
0.749 0.397 0.220
0.357 -0.414 -0.173
0.184 0.093 0.144
0.360 0.258 0.128
-0.760 -0.328 -0.036
0.206 -0.029 -0.554
-0.223 0.507 0.114
0.289 -0.399 0.351
-0.075 0.056 -0.032
0.471 0.282 0.681
-1.361 -0.678 -0.604
-0.186 -0.235 -0.288
-0.118 -0.263 0.090
0.486 0.419 0.451
0.730 0.587 -0.256
0.613 0.136 -1.182
0.143 0.661 0.180
-0.106 0.245 0.598
-0.375 -0.571 0.329
0.020 -0.146 0.141
-0.218 -0.316 0.120
-0.428 -0.389 -0.106
0.504 -0.399 -0.257
-0.029 0.477 -0.238
0.354 0.140 0.368
-0.060 -0.035 0.203
-0.332 0.008 0.085
-0.138 0.703 0.245
-0.851 -1.353 -0.764
-0.054 -0.101 -0.092
0.264 0.038 0.152
-0.135 -0.186 0.497
1.053 0.900 -0.027
-0.394 0.111 0.008
0.589 0.933 -0.051
0.435 -0.269 0.232
-0.071 -0.084 0.263
-0.299 -0.808 -0.247
-0.144 0.111 -0.293
-1.372 -0.105 0.649
0.465 0.645 -0.676
-0.265 -0.346 -0.252
0.191 -0.334 -0.081
0.239 -0.008 -0.089
0.892 0.188 0.327

2.
The following is a DFT calculation (ωB97M-V with the def2-TZVPD basis set) of C49H33BrN10O3Rb as an isolated structure.

- HOMO level: -4.51 eV
- Total charge: -1
- Kohn-Sham gap: 0.22240 hartree
- LUMO: 1.542 eV
- ΔE to the lowest compared entry with this formula, charge and spin: 1.3 kcal per mole
- Molar mass: 975.242 Da

Positions of all 97 atoms, in Å:
Rb: 0.177 -0.539 -1.417
C: -1.851 -0.261 3.144
C: -2.016 -1.019 1.988
N: -1.079 -1.842 1.545
C: 0.055 -1.868 2.245
C: 0.223 -1.097 3.385
N: -0.735 -0.302 3.857
C: 1.152 -2.749 1.751
C: 1.904 -3.514 2.639
C: 2.904 -4.336 2.138
C: 3.121 -4.344 0.766
C: 2.334 -3.529 -0.042
N: 1.364 -2.759 0.440
C: 2.562 -3.437 -1.514
C: 3.836 -3.519 -2.056
N: 4.064 -3.361 -3.360
C: 3.003 -3.097 -4.107
C: 1.719 -3.019 -3.572
N: 1.496 -3.203 -2.282
C: 3.708 -5.197 3.045
C: 4.189 -4.719 4.260
C: 4.930 -5.564 5.069
N: 5.215 -6.826 4.761
C: 4.751 -7.278 3.599
C: 4.005 -6.515 2.715
H: -2.634 0.413 3.471
H: -2.929 -0.939 1.409
H: 1.165 -1.110 3.924
H: 1.682 -3.495 3.697
H: 3.887 -4.974 0.334
H: 4.699 -3.686 -1.422
H: 3.165 -2.926 -5.164
H: 0.869 -2.767 -4.193
H: 4.002 -3.698 4.565
H: 5.319 -5.202 6.015
H: 4.983 -8.310 3.362
H: 3.648 -6.948 1.790
Br: 0.963 5.819 -4.850
C: 1.033 3.948 -4.504
C: 2.281 3.306 -4.424
C: 2.347 1.960 -4.217
C: 1.177 1.128 -4.068
O: 1.286 -0.109 -3.861
C: -0.084 1.830 -4.142
C: -1.376 1.186 -4.057
N: -1.602 -0.059 -3.851
C: -2.916 -0.514 -3.946
C: -3.767 -0.143 -4.959
C: -5.076 -0.664 -5.052
C: -5.533 -1.567 -4.141
C: -4.681 -1.994 -3.090
C: -5.096 -2.932 -2.116
C: -4.233 -3.310 -1.132
C: -2.937 -2.744 -1.123
N: -2.520 -1.872 -2.001
C: -3.372 -1.483 -2.987
C: -0.115 3.220 -4.359
H: 3.189 3.888 -4.526
H: 3.304 1.457 -4.146
H: -2.231 1.870 -4.178
H: -3.408 0.545 -5.714
H: -5.715 -0.341 -5.865
H: -6.535 -1.972 -4.206
H: -6.101 -3.337 -2.167
H: -4.517 -4.023 -0.370
H: -2.225 -3.017 -0.349
H: -1.079 3.712 -4.432
O: 1.754 1.051 0.313
C: 0.782 1.617 0.803
N: 0.894 2.750 1.617
C: -0.426 3.330 1.801
C: -1.304 2.188 1.199
O: -2.527 2.208 1.266
N: -0.527 1.236 0.655
C: -0.800 3.537 3.251
C: -2.042 4.087 3.568
C: -2.427 4.238 4.889
C: -1.576 3.841 5.915
C: -0.346 3.288 5.606
C: 0.039 3.133 4.279
C: -0.545 4.599 0.955
C: -0.310 5.852 1.512
C: -0.298 6.991 0.717
C: -0.521 6.889 -0.647
C: -0.759 5.643 -1.210
C: -0.772 4.508 -0.416
H: 1.664 3.359 1.382
H: -2.710 4.378 2.769
H: -3.396 4.663 5.120
H: -1.878 3.957 6.949
H: 0.318 2.962 6.398
H: 0.990 2.682 4.032
H: -0.137 5.938 2.578
H: -0.109 7.958 1.167
H: -0.502 7.772 -1.272
H: -0.922 5.554 -2.275
H: -0.955 3.541 -0.871

Forces on the atoms, in the same order (eV/Å):
-0.166 -0.341 -0.038
-0.039 0.050 0.051
-0.007 -0.028 -0.031
-0.005 0.058 0.052
0.106 -0.072 -0.037
-0.017 0.012 0.011
0.006 -0.052 -0.075
-0.078 0.039 0.093
0.032 0.025 -0.048
0.075 -0.052 0.085
-0.074 0.005 0.053
0.052 -0.030 -0.134
-0.021 -0.036 -0.001
0.007 -0.009 0.081
-0.021 0.002 -0.017
-0.029 0.001 0.054
-0.037 -0.004 -0.057
0.044 0.035 -0.005
0.016 0.040 0.009
-0.047 0.038 -0.052
-0.061 -0.016 -0.064
0.015 0.042 0.048
0.010 0.010 0.027
-0.005 -0.077 -0.048
0.028 0.083 0.001
0.010 0.001 0.017
0.011 -0.001 -0.016
0.002 0.018 0.016
-0.015 -0.010 0.010
0.021 0.002 -0.014
0.020 0.002 -0.025
0.016 -0.005 0.002
-0.004 0.003 -0.005
0.007 0.014 -0.002
0.000 -0.012 -0.001
0.002 0.008 -0.004
-0.019 -0.015 -0.010
-0.022 0.034 0.024
-0.039 -0.086 0.037
0.042 0.033 -0.019
-0.034 -0.019 -0.014
0.071 -0.047 0.058
0.134 0.016 -0.240
-0.198 -0.014 0.008
0.147 -0.015 -0.011
-0.164 -0.069 -0.046
0.216 -0.032 0.145
-0.116 0.004 -0.073
0.084 0.059 -0.025
0.003 -0.043 0.067
-0.203 -0.045 -0.044
-0.011 0.015 -0.029
0.096 0.047 -0.013
-0.039 -0.096 0.079
-0.043 0.095 -0.049
0.131 0.043 -0.009
0.035 0.100 -0.079
-0.011 0.006 -0.003
0.006 0.006 0.000
0.016 0.014 -0.008
-0.004 0.000 -0.009
-0.001 0.004 -0.005
-0.002 -0.004 0.008
-0.002 0.007 -0.009
0.008 -0.003 0.009
-0.015 -0.006 0.005
-0.002 0.014 0.013
0.159 0.067 0.114
-0.267 -0.045 0.135
0.113 -0.003 -0.028
0.124 0.184 -0.282
-0.184 -0.191 0.097
0.051 0.007 -0.017
0.125 0.296 0.082
-0.027 -0.049 0.051
-0.018 0.004 -0.016
0.029 -0.008 0.027
-0.054 0.024 0.033
0.033 -0.012 -0.028
-0.013 0.016 0.061
-0.001 -0.024 0.094
0.007 -0.019 0.026
0.001 0.003 0.011
0.005 0.040 -0.014
0.018 0.001 -0.016
-0.029 -0.046 -0.005
-0.013 0.012 0.041
0.006 -0.002 -0.016
-0.005 0.002 0.004
0.000 0.001 -0.001
0.005 0.000 0.003
0.009 -0.009 -0.003
0.001 0.003 0.006
0.001 0.000 0.000
-0.008 0.001 -0.003
0.003 -0.011 -0.057
0.008 0.006 0.009